Record 1
{"formula": "C8H9NO", "method": "wB97M-V/def2-TZVPD", "species": ["C", "C", "O", "N", "C", "C", "C", "C", "C", "C", "H", "H", "H", "H", "H", "H", "H", "H", "H"], "xyz": [[-2.50290, 2.14774, -1.31998], [-1.45244, 1.51916, -0.35969], [-1.14635, 2.05532, 0.62735], [-0.67252, 0.50384, -0.96094], [0.21265, -0.27028, -0.29103], [1.26475, -0.97673, -0.91654], [2.12267, -1.75564, -0.28656], [1.91026, -2.04657, 1.10794], [0.86384, -1.51583, 1.79613], [0.03434, -0.54155, 1.09511], [-2.64829, 1.44338, -2.13571], [-3.27006, 2.50105, -0.62496], [-1.92571, 3.06559, -1.64480], [-0.00842, 0.91820, -1.85072], [1.39828, -0.65221, -2.02176], [3.11224, -2.38777, -0.84311], [2.64658, -2.64683, 1.43969], [0.61970, -1.55012, 2.95982], [-0.76498, -0.02245, 1.47698]], "atomic_forces_ev_per_a": [[2.4, 0.3, 1.2], [-0.1, 0.6, -4.2], [0.2, 1.0, 3.8], [2.2, 1.6, -4.8], [1.3, -2.8, 4.3], [-1.4, 3.4, -4.2], [3.4, -3.7, 1.2], [-0.8, 1.3, -2.6], [-2.2, 2.9, 1.4], [2.3, -2.0, -2.0], [-0.9, 0.4, 0.0], [-0.5, -0.3, -0.8], [-0.9, -0.9, -0.1], [-3.3, -1.1, 2.7], [0.0, -1.0, 1.6], [-3.3, 2.3, 1.6], [2.0, -2.1, 2.0], [0.9, -0.5, -2.7], [-1.5, 0.7, 1.7]], "spin_multiplicity": 1, "homo_energy_ev": -8.2, "smiles": "CC(=O)Nc1ccccc1", "gap_ev": 8.7}

=====

Record 2
{"formula": "C11H16CoF6N3O13P2S3", "method": "wB97M-V/def2-TZVPD", "species": ["Co", "O", "N", "C", "C", "C", "C", "C", "S", "H", "H", "H", "H", "C", "C", "O", "P", "O", "O", "O", "P", "O", "O", "O", "H", "H", "H", "H", "H", "H", "H", "F", "C", "F", "F", "S", "O", "O", "N", "S", "O", "O", "C", "F", "F", "F", "C", "C", "N", "O", "H", "H", "H", "H", "H"], "xyz": [[0.42113, -1.23598, -0.28358], [-0.76644, -0.01742, 1.50414], [-1.79092, 0.83158, 1.70527], [-1.67364, 1.72451, 2.74893], [-2.73228, 2.46287, 3.15592], [-4.01222, 2.28291, 2.55266], [-4.12080, 1.29739, 1.56093], [-3.04348, 0.55172, 1.14571], [-3.20076, -0.71633, -0.03481], [-0.67899, 1.79201, 3.16485], [-2.59264, 3.18648, 3.95019], [-4.86620, 2.87062, 2.86317], [-5.07181, 1.08051, 1.08740], [2.95729, 1.93083, -4.00081], [1.92865, 1.01338, -3.34064], [1.57192, 0.00111, -4.27599], [2.73184, 0.01360, -2.04140], [3.31350, 0.91026, -0.86409], [4.09339, -0.47040, -2.77437], [2.00892, -1.21522, -1.58377], [0.45361, 2.08164, -2.69140], [1.44343, 3.31546, -2.05773], [-0.95035, -0.06129, -3.16627], [0.11949, 1.44000, -1.19397], [3.66839, 1.32312, -4.56108], [3.49002, 2.53850, -3.27046], [2.43383, 2.59998, -4.68992], [0.59445, -0.24167, -4.03997], [2.84214, 0.63526, -0.03309], [3.80948, -1.12033, -3.44981], [1.89906, 3.01132, -1.25134], [4.22978, -0.17454, 2.79871], [3.19302, -0.87856, 3.28654], [3.39248, -2.17043, 3.00349], [3.17682, -0.72800, 4.61593], [1.63983, -0.25261, 2.51825], [1.86616, -0.68391, 1.11311], [1.73466, 1.15774, 2.77475], [0.63476, -1.12815, 3.32186], [-0.70608, -1.72419, 2.56315], [-2.01363, -1.43677, 3.10493], [-0.46657, -2.36227, 1.25200], [-0.47888, -3.33348, 3.51407], [-1.41456, -4.23508, 3.15542], [0.72567, -3.90384, 3.28559], [-0.59293, -3.15737, 4.84871], [-2.54012, -1.82598, -3.04674], [-1.54917, -0.91912, -2.28859], [-2.31300, -0.00532, -1.33332], [-0.72494, -1.75810, -1.56218], [-3.24630, -1.21369, -3.61674], [-3.07758, -2.46289, -2.33497], [-1.96142, -2.45067, -3.73109], [-2.92512, 0.58023, -1.88562], [-0.86288, 1.25055, -1.19193]], "atomic_forces_ev_per_a": [[0.0, 0.3, 0.7], [0.5, 0.0, -0.4], [0.0, 0.0, 0.2], [0.1, 0.0, -0.1], [-0.2, 0.0, 0.0], [0.1, 0.0, 0.0], [0.0, 0.1, 0.1], [-0.2, 0.0, 0.0], [0.0, 0.1, -0.2], [0.0, 0.0, 0.0], [0.1, 0.0, 0.0], [0.0, -0.1, 0.0], [0.1, 0.0, 0.0], [-0.2, 0.0, 0.0], [-0.1, -0.2, 0.6], [-1.5, 0.1, 0.3], [0.3, -0.8, -0.3], [-0.6, -0.2, 0.4], [-0.3, -0.3, -0.2], [-0.2, 0.8, 0.1], [0.4, -0.1, 0.9], [-0.1, -0.4, -0.1], [0.4, 0.0, -0.3], [-0.2, 0.5, -0.7], [0.0, 0.0, 0.0], [0.0, 0.0, 0.0], [0.1, 0.0, 0.0], [0.7, 0.1, 0.1], [0.4, 0.1, -0.3], [0.2, 0.4, 0.3], [-0.2, 0.1, -0.3], [0.0, -0.1, 0.1], [-0.1, -0.2, -0.2], [0.1, 0.3, 0.1], [0.1, 0.0, -0.1], [0.1, -0.7, 0.2], [0.0, 0.6, 0.3], [-0.2, 0.0, -0.1], [-0.2, 0.6, -0.7], [-0.1, -0.7, 0.3], [0.1, 0.1, 0.1], [0.3, 0.0, -0.2], [0.2, 0.1, -0.1], [0.1, 0.1, 0.1], [-0.3, 0.0, 0.1], [0.1, -0.1, -0.2], [0.0, 0.0, 0.3], [0.6, 0.2, -0.6], [0.2, 0.2, 0.2], [-0.8, -0.1, -0.4], [0.1, -0.1, 0.0], [0.0, 0.0, -0.1], [-0.1, 0.0, 0.0], [-0.1, 0.0, -0.2], [0.6, -0.7, 0.2]], "s_squared": 2.422, "charge": -2, "spin_multiplicity": 3, "homo_energy_ev": [-0.1, -2.5], "gap_ev": [4.7, 7.1]}

=====

Record 3
{"formula": "C2H14Cl2O5", "method": "wB97M-V/def2-TZVPD", "species": ["Cl", "C", "C", "Cl", "H", "H", "H", "H", "O", "H", "H", "O", "H", "H", "O", "H", "H", "O", "H", "H", "O", "H", "H"], "xyz": [[0.66843, -3.18170, 8.63267], [1.15515, -4.58541, 7.56308], [2.24341, -4.38393, 6.60582], [3.77608, -3.99042, 7.46713], [0.27571, -5.02834, 7.05205], [1.53838, -5.27589, 8.31821], [2.05346, -3.49666, 5.85327], [2.40536, -5.27526, 6.04204], [-2.12903, -6.51817, 11.75412], [-2.65860, -6.31058, 12.54749], [-2.83090, -6.68129, 11.03376], [-4.27058, -5.92235, 9.87453], [-3.68847, -6.15284, 9.10309], [-3.75444, -5.16832, 10.16228], [-1.35030, -4.31521, 10.72541], [-1.15999, -5.01536, 11.31270], [-0.48577, -3.97207, 10.71776], [-1.91265, -5.53493, 8.50437], [-1.66313, -5.00350, 9.25119], [-1.65755, -6.40815, 8.69583], [-1.44598, -4.81110, 5.82455], [-1.27801, -3.90044, 5.47648], [-1.89464, -4.78482, 6.67534]], "atomic_forces_ev_per_a": [[0.3, -0.2, -1.1], [-0.9, -1.1, 1.4], [0.5, 3.4, -1.6], [0.0, -0.1, -0.2], [0.4, 0.7, 0.5], [-0.3, -0.2, -0.2], [0.3, -1.8, 1.5], [0.1, -0.6, -0.3], [-1.6, -0.7, -0.5], [0.3, -0.2, -0.5], [1.1, 0.4, 1.5], [1.0, -0.7, -0.9], [-1.0, 0.2, 0.5], [-0.2, 0.7, 0.4], [-0.8, 1.0, -0.4], [-0.9, -2.1, 1.3], [1.8, 1.7, -0.8], [-1.1, 0.5, -2.1], [0.5, 0.8, 1.3], [0.8, -1.7, 0.3], [0.5, 0.8, -1.2], [-0.5, -1.2, 0.8], [0.0, 0.3, 0.2]], "spin_multiplicity": 1, "homo_energy_ev": -10.8, "smiles": "ClCCCl.O.O.O.O.O", "gap_ev": 11.2}

=====

Record 4
{"formula": "C5H13OS2", "method": "wB97M-V/def2-TZVPD", "species": ["C", "O", "C", "C", "H", "H", "H", "H", "H", "H", "H", "C", "S", "S", "C", "H", "H", "H", "H", "H", "H"], "xyz": [[-1.84922, 0.96070, 0.31140], [-1.61801, 0.04975, -0.67443], [-2.80481, 2.08311, -0.13398], [-2.23600, 2.84300, -1.32677], [-0.91920, 1.45433, 0.68354], [-2.30098, 0.50378, 1.22780], [-3.01741, 2.76646, 0.69758], [-3.74254, 1.60191, -0.43090], [-2.89715, 3.65293, -1.65270], [-2.10768, 2.15167, -2.15762], [-1.27361, 3.29597, -1.07522], [1.79793, 0.49110, -0.92198], [2.15188, -0.30519, 0.67338], [1.53139, -2.24900, 0.30233], [-0.23314, -2.20648, 0.73865], [2.29296, -0.06091, -1.71906], [0.70236, 0.50418, -1.05015], [2.21631, 1.49866, -0.88554], [-0.74891, -1.36362, 0.21198], [-0.63101, -3.18302, 0.45629], [-0.31961, -2.09374, 1.82082]], "atomic_forces_ev_per_a": [[-0.1, -0.4, -0.4], [0.2, 0.2, 0.2], [0.1, -0.1, -0.1], [-0.3, 0.1, 0.0], [0.1, 0.2, 0.1], [0.0, 0.0, 0.1], [0.0, 0.0, 0.1], [-0.1, 0.0, 0.0], [0.0, 0.0, 0.0], [0.2, 0.0, 0.0], [0.1, -0.1, 0.0], [-0.4, -0.1, 0.2], [0.0, -0.5, -0.2], [0.1, 0.5, 0.2], [0.1, 0.4, 0.2], [-0.1, 0.0, 0.0], [0.2, 0.1, -0.1], [-0.1, 0.0, 0.1], [0.0, -0.3, -0.1], [0.0, 0.0, -0.1], [0.0, 0.0, 0.0]], "charge": -1, "spin_multiplicity": 1, "homo_energy_ev": -3.0, "gap_ev": 6.3}

=====

no.,E_tot (Eh)
1,-440.14801
2,-5430.50151
3,-1381.17114
4,-1069.92079